1.
10
Properties=species:S:1:pos:R:3:forces:R:3 method="wB97M-V/def2-TZVPD" mol_weight_g_mol=67.09 homo_lumo_gap_ev=9.77 e_tot_ha=-209.981209 charge=0 relative_energy_kj_mol=479.2 lumo_ha=-0.0497 spin_multiplicity=1
C 0.482 -1.777 2.448 -2.07 2.83 -3.81
C -0.091 -0.539 -0.576 3.52 -0.77 -3.01
C 0.422 0.632 0.281 0.61 -3.09 0.76
C -0.457 -0.446 0.793 0.36 -0.59 2.67
N 1.121 -2.535 3.017 0.71 -0.87 0.90
H -0.728 -0.124 -1.356 -0.70 -0.81 0.39
H 0.732 -1.213 -1.084 -1.82 1.14 1.58
H 1.420 0.559 0.643 0.65 0.09 -0.04
H 0.062 1.553 0.024 -0.99 2.27 -0.02
H -1.463 -0.347 1.130 -0.27 -0.21 0.58

***

2.
82
Properties=species:S:1:pos:R:3:forces:R:3 method="wB97M-V/def2-TZVPD" mol_weight_g_mol=815.42 homo_lumo_gap_ev="6.90 / 6.79" e_tot_ha=-3648.198134 charge=0 relative_energy_kj_mol=209.3 lumo_ha="-0.0260 / -0.0267" spin_multiplicity=1
C 2.560 -1.945 -7.549 0.77 -0.07 0.67
C 1.758 -1.418 -8.667 -1.00 0.16 -1.66
H 2.698 -3.020 -7.634 0.12 -0.08 0.06
H 2.067 -1.745 -6.586 0.12 -0.03 -0.21
H 3.575 -1.477 -7.499 -0.70 -0.28 -0.05
C 1.583 -1.999 -9.876 0.23 0.58 1.41
C 2.193 -3.272 -10.323 0.03 -0.75 -0.74
H 0.950 -1.495 -10.590 0.00 0.14 -0.11
H 2.228 -4.016 -9.529 0.05 -0.07 0.05
H 3.224 -3.124 -10.676 -0.17 -0.01 0.07
H 1.632 -3.717 -11.174 0.32 0.30 0.56
Tl 0.010 -0.008 0.034 0.61 -0.36 0.01
Cl 1.586 1.534 0.915 0.91 1.61 0.65
Cl 1.334 -0.582 -1.899 0.70 -0.36 -1.25
C -0.116 2.289 -1.846 -2.86 -3.62 3.79
O -0.936 1.562 -1.082 1.88 2.70 -3.10
N -0.622 3.201 -2.579 -0.43 2.04 -1.75
C -2.034 3.258 -2.942 -0.36 -0.25 0.13
C 0.236 4.239 -3.126 0.52 0.02 -0.46
H 0.946 2.102 -1.845 0.37 0.18 0.24
H -2.599 2.630 -2.248 0.11 0.16 -0.19
H -2.176 2.883 -3.972 0.18 0.15 0.43
H -2.398 4.288 -2.896 0.13 -0.12 0.07
H 1.246 4.118 -2.713 -0.30 0.09 -0.16
H -0.142 5.233 -2.853 0.03 -0.30 0.02
H 0.287 4.168 -4.219 -0.05 0.05 0.15
H 0.247 -4.634 -1.423 -0.33 0.19 0.22
H -0.748 -2.933 -3.251 -0.16 -0.01 -0.01
C -0.717 -4.553 -0.893 -0.23 -0.76 0.08
C -1.675 -3.185 -2.722 0.39 0.51 -0.55
N -1.410 -3.352 -1.311 -0.10 -0.73 -0.15
H -0.524 -4.518 0.182 0.02 0.06 -0.18
C -1.607 -2.394 -0.449 -0.24 4.15 -0.99
O -1.623 -1.126 -0.816 -1.83 -4.22 0.51
H -2.392 -2.366 -2.860 0.26 -0.26 0.04
H -1.812 -2.656 0.581 0.51 -0.12 0.23
H -1.321 -5.437 -1.128 0.13 0.06 0.03
H -2.081 -4.119 -3.133 0.09 0.21 0.25
O -0.275 -0.327 -7.891 0.12 -0.08 0.26
C 1.035 -0.096 -8.404 -0.02 0.00 0.06
C -0.186 0.818 -10.430 0.08 0.10 0.10
C 0.965 0.757 -9.649 0.18 0.38 -0.11
H -1.066 0.255 -10.121 0.21 0.15 -0.08
C -0.202 1.597 -11.586 0.05 -0.06 0.09
H 1.625 0.448 -7.650 0.00 0.02 -0.09
C 2.103 1.479 -10.037 -0.51 -0.26 0.08
H -1.106 1.638 -12.185 0.09 0.02 0.00
C 0.926 2.314 -11.965 -0.12 0.01 -0.10
C 2.077 2.250 -11.186 0.21 0.10 -0.03
H 3.001 1.410 -9.428 -0.05 0.08 -0.08
H 0.909 2.921 -12.868 0.01 -0.11 0.19
H 2.965 2.808 -11.473 -0.16 -0.06 0.00
Si -0.990 0.540 -6.653 0.17 -0.25 -0.36
Cl 0.692 -1.884 1.330 0.41 -1.84 -0.01
C -2.805 0.227 -6.872 -0.59 -0.10 -0.08
C -0.595 2.359 -6.827 0.09 0.53 -0.09
C -0.424 -0.072 -4.995 0.18 -0.14 0.42
H -3.112 0.322 -7.926 0.14 0.02 0.32
H -3.412 0.935 -6.284 0.16 -0.20 -0.13
H -3.077 -0.789 -6.543 0.12 0.30 -0.10
H -0.657 -1.142 -4.848 0.09 0.43 -0.11
H -0.921 0.476 -4.173 0.18 -0.20 -0.24
H 0.663 0.045 -4.844 -0.37 -0.03 -0.01
H -0.753 2.721 -7.859 0.05 -0.17 0.35
H 0.447 2.594 -6.551 -0.28 -0.12 -0.11
H -1.246 2.962 -6.170 0.18 -0.20 -0.18
C 0.427 -1.144 4.121 -0.38 0.85 -0.36
O 0.633 0.086 3.383 -0.13 -0.57 0.51
P -0.756 0.679 2.612 0.13 -1.43 1.63
O -1.125 1.475 3.998 -1.17 0.13 -0.57
C -1.839 0.661 4.983 -0.07 -0.30 -1.42
O -2.122 1.192 1.615 1.28 1.94 0.87
C -2.004 2.679 1.519 -0.37 -1.47 0.23
H 1.216 -1.797 3.834 0.47 -0.68 -0.19
H -0.553 -1.619 3.875 0.62 0.19 0.23
H 0.508 -0.955 5.182 -0.18 0.15 0.34
H -2.352 -0.189 4.470 0.31 0.59 0.58
H -1.175 0.298 5.748 0.38 -0.11 0.10
H -2.566 1.305 5.414 -0.69 0.46 0.36
H -2.835 2.993 0.938 -0.61 0.45 -0.55
H -2.057 3.085 2.516 0.00 0.33 0.22
H -1.066 2.924 1.030 0.07 0.19 -0.04

***

3.
6
Properties=species:S:1:pos:R:3:forces:R:3 method="wB97M-V/def2-TZVPD" mol_weight_g_mol=265.40 homo_lumo_gap_ev=8.86 e_tot_ha=-435.882962 charge=+2 relative_energy_kj_mol=282.0 lumo_ha=-0.5018 spin_multiplicity=1
C -1.123 0.063 -0.064 -4.94 1.99 2.65
O -0.700 -1.148 0.203 0.79 -0.99 -0.38
O 0.152 -0.069 -0.505 2.40 -0.33 -1.08
Tl 2.180 0.256 0.120 0.16 0.01 -0.07
O -1.983 0.805 0.183 1.58 -0.70 -1.19
H 3.800 0.446 0.413 0.01 0.02 0.07

***

4.
24
Properties=species:S:1:pos:R:3:forces:R:3 method="wB97M-V/def2-TZVPD" mol_weight_g_mol=195.46 homo_lumo_gap_ev="6.39 / 7.27" e_tot_ha=-964.474770 charge=0 relative_energy_kj_mol=447.9 lumo_ha="-0.0519 / -0.0287" spin_multiplicity=1
B 1.969 0.718 0.091 0.00 -0.31 -0.83
C -0.619 0.846 -0.191 0.31 0.86 -0.59
C -0.784 -1.868 0.099 -1.51 -1.69 -1.54
C 0.563 0.095 -0.174 1.10 0.48 0.31
C -1.877 0.259 -0.103 0.81 1.30 -0.58
C 0.479 -1.348 -0.180 -0.62 1.03 0.80
C -1.928 -1.134 -0.074 -0.30 -1.32 2.02
C 2.991 -0.339 0.478 -0.37 1.22 -1.23
C 2.446 2.207 -0.151 -0.66 0.96 -1.33
C -3.095 1.069 0.004 -2.03 1.53 -1.00
N 1.483 -2.140 -0.407 1.58 -0.22 -0.37
O -3.118 -1.844 0.127 -0.13 3.37 -1.46
Cl 4.583 -0.309 -0.052 0.52 -0.04 0.11
H -0.504 1.972 -0.321 -0.41 -1.56 0.52
H -0.948 -2.966 -0.031 0.44 0.70 0.54
H 2.721 -1.151 1.051 0.00 -1.64 1.48
H 2.293 2.787 0.809 0.68 -0.37 -1.05
H 1.744 2.699 -0.929 1.09 -0.58 1.21
H 3.509 2.255 -0.613 -1.68 0.09 1.24
H -3.010 2.202 0.109 0.66 -1.47 -0.51
H -3.760 0.884 -0.927 0.68 0.21 1.77
H -3.598 0.824 0.940 -0.53 -0.43 -0.29
H 1.289 -3.085 -0.060 0.00 0.18 -0.18
H -2.827 -2.632 0.502 0.36 -2.32 0.95

***

5.
28
Properties=species:S:1:pos:R:3:forces:R:3 method="wB97M-V/def2-TZVPD" mol_weight_g_mol=527.46 homo_lumo_gap_ev="7.29 / 6.22" e_tot_ha=-3196.905013 charge=0 relative_energy_kj_mol=92.6 lumo_ha="-0.0497 / -0.1201" s2=3.78 spin_multiplicity=4
Tc -1.418 0.253 1.407 0.33 0.03 -0.05
S -2.273 -0.010 3.574 -0.01 -0.16 -0.21
S -3.429 -1.694 3.655 0.07 0.06 0.01
S -2.751 -2.937 2.276 0.01 0.14 0.04
S -2.134 -1.671 0.686 -0.17 -0.55 -0.17
F -2.678 2.513 1.164 0.02 -0.03 -0.01
C -2.913 1.321 0.477 -0.06 0.24 -0.03
F -2.672 1.572 -0.827 0.00 -0.04 -0.02
C -4.427 1.055 0.591 0.02 -0.16 0.18
F -5.129 2.090 0.128 0.02 0.10 -0.03
F -4.782 0.858 1.868 -0.01 0.01 -0.06
F -4.775 -0.025 -0.110 0.06 -0.01 -0.02
O -0.439 -0.868 -2.103 0.10 0.10 -0.01
C 0.333 -0.342 -1.339 0.03 -0.48 -0.26
N -0.021 0.354 -0.212 -0.71 0.49 0.65
S 1.223 0.742 0.736 0.61 -0.06 -0.05
O 1.315 2.147 0.983 0.16 0.15 -0.07
O 1.018 -0.081 1.934 -0.24 0.13 0.12
C 2.483 0.125 -0.326 -0.31 -0.12 -0.14
C 3.855 0.145 -0.198 0.07 0.02 0.02
C 4.593 -0.428 -1.228 -0.02 0.01 0.03
C 3.961 -0.989 -2.333 -0.02 -0.02 -0.01
C 2.576 -0.995 -2.446 0.01 0.04 0.04
C 1.837 -0.425 -1.427 0.08 0.07 0.03
H 4.333 0.589 0.664 0.02 -0.01 0.01
H 5.673 -0.439 -1.172 0.00 0.02 0.02
H 4.562 -1.429 -3.118 0.00 0.00 0.00
H 2.078 -1.430 -3.302 -0.04 0.00 0.00

***

6.
30
Properties=species:S:1:pos:R:3:forces:R:3 method="wB97M-V/def2-TZVPD" mol_weight_g_mol=284.06 homo_lumo_gap_ev="5.43 / 5.11" e_tot_ha=-816.163778 charge=-1 lumo_ha="0.1019 / 0.1021" s2=0.77 spin_multiplicity=2
Ag -0.294 1.468 -0.201 0.23 3.44 -0.49
O -2.080 2.045 -1.392 -0.63 -0.39 -0.56
H -3.015 2.183 -1.237 -0.21 -0.02 0.18
O 0.491 3.434 -1.491 0.40 -0.48 0.31
H 0.933 2.853 -2.122 -0.26 -0.07 -0.31
O 0.283 3.055 1.275 -0.20 -0.22 0.04
H 0.994 2.767 1.852 0.20 -0.12 0.04
C -1.236 -2.890 -0.773 0.23 -0.14 0.03
C -0.846 -1.488 -0.231 -0.21 -1.62 0.01
C 0.443 -1.562 0.574 0.96 0.88 -0.95
O 0.823 -0.232 0.931 -0.27 -1.73 1.15
C 1.908 -0.149 1.807 0.04 0.90 0.42
N -0.601 -0.573 -1.341 -0.23 -1.33 -1.15
H -2.109 -2.804 -1.421 0.13 0.17 -0.16
H -1.514 -3.676 -0.061 0.20 0.35 0.40
H -0.393 -3.285 -1.349 -0.12 -0.03 -0.17
H -1.666 -1.191 0.421 0.06 0.73 -0.21
H 1.247 -1.868 -0.120 -0.12 -0.59 0.01
H 0.431 -2.277 1.402 -0.23 0.22 0.25
H 2.881 -0.361 1.350 -0.10 -0.42 -0.17
H 1.757 -0.725 2.726 0.05 -0.32 -0.12
H 1.957 0.897 2.115 -0.05 0.02 -0.09
H 0.093 -1.045 -1.936 0.46 0.35 0.47
H -1.375 -0.618 -2.008 -0.46 0.87 0.67
O 2.066 0.948 -1.190 0.97 -0.29 -0.46
H 2.649 0.192 -1.351 -0.08 0.17 0.01
H 2.548 1.716 -1.529 -0.23 0.04 0.25
O -1.866 0.966 1.492 -1.02 -0.65 0.96
H -2.055 0.487 2.311 0.13 0.23 -0.07
H -2.451 1.736 1.497 0.33 0.06 -0.29